No. 1
Entry from the OMol25 dataset: one molecule with the formula C5H10O2 (the ωB97M-V functional and the def2-TZVPD basis).

Each line ends with the Mulliken charge.
Atoms and positions in Å:
C -1.0194 -0.7117 -2.0431  -0.837
O -0.6775 -0.5825 -0.6835  -0.358
C -0.2305 0.6995 -0.3169  -0.029
C -0.7406 1.2609 0.9753  -0.715
C 0.6741 0.7400 0.8735  -0.047
C 1.0394 -0.5913 1.4875  -0.581
O 2.0140 -1.2588 0.7101  -0.529
H -0.1282 -0.6662 -2.6881  0.339
H -1.7299 0.0621 -2.3676  0.327
H -1.4883 -1.6927 -2.1572  0.259
H -0.0386 1.3729 -1.1526  0.412
H -0.8992 2.3320 1.0649  0.264
H -1.4576 0.6453 1.5132  0.233
H 1.4815 1.4683 0.8514  0.339
H 1.4741 -0.4555 2.4819  0.353
H 0.1354 -1.2064 1.5965  0.247
H 1.5912 -1.4158 -0.1454  0.322

## Properties
ΔE to the lowest compared entry with this formula, charge and spin (kJ/mol): 251.5
SMILES string: CO[C@H]1C[C@H]1CO
HOMO level (eV): -9.340
Kohn-Sham gap (eV): 10.308
Electronic energy (eV): -9440.4360
Strongest force on any atom (eV/Å): 0.4

=====

No. 2
Entry from the OMol25 dataset: a 2-piece molecular cluster, C42H22F15O2Si overall (the ωB97M-V functional and the def2-TZVPD basis).

Each line ends with the Mulliken charge.
Atoms and positions in Å:
F 1.2649 -8.8396 -0.1755  -0.273
C 0.7715 -7.5866 -0.0958  0.594
C 0.7258 -6.9358 1.1354  0.133
F 1.1708 -7.5548 2.2495  -0.278
C 0.1812 -5.6526 1.1948  0.256
F 0.0669 -5.0785 2.4237  -0.328
C -0.3060 -4.9712 0.0772  -0.003
Si -0.9642 -3.2094 0.1741  -0.922
C -2.2429 -3.3267 1.5314  0.466
C -2.4591 -2.3953 2.5404  0.069
F -1.5406 -1.3935 2.6778  -0.074
C -3.5506 -2.4318 3.4000  -0.010
F -3.7159 -1.4765 4.3388  -0.268
C -4.4654 -3.4786 3.2819  0.503
F -5.4851 -3.5863 4.1509  -0.278
C -4.3012 -4.4281 2.2736  0.168
F -5.1770 -5.4417 2.1418  -0.276
C -3.2125 -4.3218 1.4162  0.364
F -3.1163 -5.2065 0.3859  -0.327
C 0.6439 -2.3200 -0.1677  1.053
C 1.5833 -2.0260 0.8280  -0.026
F 1.2039 -2.0598 2.1367  -0.438
C 2.8886 -1.6300 0.5426  0.421
F 3.7711 -1.3739 1.5296  -0.331
C 3.2762 -1.4464 -0.7855  0.295
F 4.5064 -0.9868 -1.0815  -0.374
C 2.3530 -1.6748 -1.8068  0.432
F 2.6971 -1.4537 -3.0914  -0.318
C 1.0663 -2.0964 -1.4840  0.472
F 0.2015 -2.2562 -2.5207  -0.398
O -2.0278 -2.5269 -0.9880  -0.808
C -2.2936 -1.2389 -1.1248  0.345
C -1.6933 -0.1563 -0.5179  1.422
C -2.3054 1.1075 -0.9778  0.043
C -3.4755 0.6636 -1.8977  -0.906
C -3.3730 -0.8575 -2.0866  -0.551
C -0.2626 -5.6665 -1.1240  0.689
F -0.8513 -5.1038 -2.2133  -0.309
C 0.2831 -6.9467 -1.2350  0.012
F 0.3288 -7.5710 -2.4282  -0.277
H -0.8976 -0.2979 0.1970  -0.598
H -2.6571 1.7338 -0.1483  -0.106
H -1.6070 1.7531 -1.5355  -0.022
H -4.4265 0.9162 -1.4212  0.322
H -3.4612 1.1858 -2.8577  0.366
H -3.0729 -1.1305 -3.1132  0.207
H -4.3083 -1.3949 -1.8642  0.219
C 3.3925 5.8828 -4.5129  -0.527
C 3.1945 6.7829 -3.4613  -0.307
C 3.6691 6.4830 -2.1903  -0.325
C 4.2412 5.2248 -1.9962  0.097
O 4.2343 4.6584 -0.6998  -0.449
C 3.0751 3.9067 -0.4640  0.193
C 3.1327 2.5030 -0.5426  -0.579
C 1.9583 1.7928 -0.3924  -0.306
C 0.7795 2.4271 0.1040  0.714
C -0.1249 1.6294 0.8723  -0.508
C -0.9548 2.1903 1.9102  1.629
C -1.0530 1.4467 3.1137  -0.467
C -1.5259 2.0262 4.2804  -0.827
C -1.8404 3.3936 4.2890  -0.408
C -1.8935 4.1024 3.0771  -1.272
C -1.5773 3.4658 1.8786  -0.012
C 0.7048 3.8352 -0.0676  -0.136
C 1.8563 4.5737 -0.2679  -0.987
C 4.6084 4.3898 -3.0543  -0.387
C 4.1079 4.6975 -4.3144  -0.404
H 2.9861 6.1037 -5.5010  0.381
H 2.6753 7.7278 -3.6251  0.410
H 3.5430 7.1592 -1.3436  0.510
H 4.0852 2.0188 -0.7702  0.598
H 1.9156 0.7224 -0.5879  0.328
H 0.3027 0.6587 1.1445  -0.095
H -0.6834 0.4286 3.1236  0.285
H -1.6126 1.4161 5.1807  0.460
H -2.0647 3.8919 5.2311  0.415
H -2.1807 5.1571 3.0710  0.416
H -1.7723 3.9649 0.9274  0.748
H -0.2383 4.3621 -0.0032  0.211
H 1.8441 5.6614 -0.3172  0.428
H 5.1892 3.4881 -2.8447  0.440
H 4.2917 3.9979 -5.1324  0.386

## Properties
ΔE to the lowest compared entry with this formula, charge and spin (kJ/mol): 38.3
HOMO level (eV): -11.052
Kohn-Sham gap (eV): 5.417
Net charge: +1
Electronic energy (eV): -96634.7703
Strongest force on any atom (eV/Å): 3.0

=====

No. 3
Entry from the OMol25 dataset: C23H30ClN3O3PPdSbTe as an isolated structure (the ωB97M-V functional and the def2-TZVPD basis).

Each line ends with the Mulliken charge.
Atoms and positions in Å:
Pd 0.0182 0.1508 0.7926  0.052
C 3.5234 -0.1757 1.8984  -1.171
C 3.3283 -0.2554 0.4196  0.467
C 4.3497 -0.6344 -0.4409  -0.724
C 4.0777 -0.7846 -1.7916  -0.721
C 2.7861 -0.5870 -2.2368  -0.768
C 1.8306 -0.1471 -1.3293  0.474
N 2.1166 0.0458 -0.0479  0.386
Sb -0.0562 0.4868 -2.2825  0.822
C 0.0055 2.3826 -0.9798  -0.161
C 0.1525 3.5694 -1.6945  -1.061
C 0.2098 4.7671 -1.0089  -0.412
C 0.1239 4.7390 0.3737  -0.726
C -0.0158 3.5219 1.0296  0.326
C -0.0689 3.4471 2.5205  -1.267
N -0.0822 2.3810 0.3425  1.008
C -1.9783 0.0460 -1.2808  0.415
C -3.0642 -0.0182 -2.1474  -1.085
C -4.3267 -0.1922 -1.6187  -0.508
C -4.4575 -0.3473 -0.2480  -0.705
C -3.3263 -0.2970 0.5553  0.310
C -3.3807 -0.4643 2.0388  -1.229
N -2.1231 -0.0632 0.0304  0.771
H 4.5654 -0.3287 2.1705  0.446
H 2.9190 -0.9542 2.3697  0.121
H 3.1827 0.7898 2.2738  0.121
H 5.3456 -0.7935 -0.0567  0.426
H 4.8622 -1.0509 -2.4835  0.427
H 2.5146 -0.7446 -3.2741  0.397
H 0.2235 3.5210 -2.7751  0.401
H 0.3274 5.7050 -1.5364  0.421
H 0.1690 5.6565 0.9416  0.420
H -0.2560 4.4233 2.9570  0.467
H 0.8854 3.0774 2.8935  0.145
H -0.8412 2.7477 2.8301  0.114
H -2.9006 0.0642 -3.2138  0.470
H -5.1950 -0.2042 -2.2625  0.416
H -5.4312 -0.5014 0.1916  0.473
H -4.3070 -0.9410 2.3502  0.462
H -3.3116 0.5129 2.5208  0.178
H -2.5328 -1.0674 2.3695  0.051
Cl 0.2416 -1.5422 3.0846  -0.151
C 0.0598 0.2141 3.0063  -0.980
H 0.9225 0.6534 3.5125  0.479
H -0.8721 0.4734 3.5158  0.557
C 2.1210 -5.7968 -0.2274  -1.261
C 2.2446 -4.2963 -0.0364  -0.037
O 1.6662 -3.6259 -1.1473  -0.101
P 0.1925 -3.0218 -0.9891  -0.297
O 0.0972 -2.0933 0.1695  0.528
Te -0.3570 -2.4278 -3.2289  -0.439
O -0.6630 -4.3499 -0.6162  -0.275
C -1.9797 -4.1545 -0.1317  -0.134
C -2.0075 -4.2292 1.3865  -0.808
H 2.6717 -6.3304 0.5418  0.406
H 2.5097 -6.0676 -1.2053  0.298
H 1.0743 -6.0792 -0.1880  0.238
H 3.2954 -3.9870 0.0055  0.356
H 1.7500 -3.9723 0.8875  0.156
H -2.5888 -4.9499 -0.5721  0.364
H -2.3620 -3.1849 -0.4727  0.018
H -1.6184 -5.1934 1.7081  0.325
H -3.0212 -4.1004 1.7602  0.400
H -1.3765 -3.4430 1.7931  -0.088

## Properties
ΔE to the lowest compared entry with this formula, charge and spin (kJ/mol): 217.8
HOMO level (alpha / beta) (eV): -6.541 / -6.540
Kohn-Sham gap (alpha / beta) (eV): 5.987 / 5.990
Electronic energy (eV): -74071.9847
Strongest force on any atom (eV/Å): 4.2

=====

No. 4
Entry from the OMol25 dataset: C7H6Cl2N3 as an isolated structure (the ωB97M-V functional and the def2-TZVPD basis).

Each line ends with the Mulliken charge.
Atoms and positions in Å:
C 0.8023 0.9573 -1.3363  -0.398
C 2.1471 0.7232 -1.2743  -0.510
C -1.2001 0.2061 0.0197  0.269
C 0.1920 0.6813 -0.0926  0.366
C 2.8071 0.3366 -0.0687  0.544
C -1.3612 -1.3025 -0.2053  0.095
C -1.9802 -0.1374 1.3033  -0.692
N 2.1206 0.1992 1.0467  -0.691
N 0.8058 0.3927 1.0357  -0.084
N -2.3783 -1.4265 0.6181  -0.030
Cl 4.5565 0.5506 -0.0048  -0.125
Cl -0.6965 -2.7415 -0.8214  -0.041
H 0.2175 1.4479 -2.1437  0.393
H 2.7534 1.2021 -1.9795  0.391
H -1.9966 0.7632 -0.4886  0.522
H -1.2194 -0.3514 2.0035  0.342
H -2.5212 0.6713 1.6787  0.422
H -3.0487 -2.1723 0.7094  0.227

## Properties
HOMO level (eV): -13.378
Kohn-Sham gap (eV): 8.243
Net charge: +1
Electronic energy (eV): -36860.5160
Strongest force on any atom (eV/Å): 2.4

=====

Which value of strongest force on any atom does entry 4 give? 2.4 eV/Å